ORCA calculation (ωB97M-V/def2-TZVPD) on the ion C3H10NP2 with charge +1 at a distorted geometry.

ORCA input file:
```
! wB97M-V def2-TZVPD RIJCOSX def2/J DEFGRID3
* xyz 1 1
C -0.1731 2.7343 -0.2376
C -0.8312 -0.9756 0.0862
C 0.3026 -1.9727 0.3079
N -0.7448 0.1396 1.0112
P 0.2689 1.6097 -1.3323
P -0.7351 -0.2333 -1.6558
H -0.0049 3.8563 -0.1769
H -0.4876 2.3968 0.6749
H -1.8972 -1.5716 0.0580
H -0.0015 -2.8030 -0.2105
H 0.3581 -2.3444 1.3980
H 1.3242 -1.6052 -0.0382
H -0.1929 -0.2781 1.7669
H -1.7157 0.3339 1.4176
H 0.5131 1.8289 -2.7382
H 0.4089 -0.8715 -2.0078
*
```

- energy above the lowest of the compared OMol25 structures with the same formula, charge and spin (eV) = 2.412
- molar mass (g mol⁻¹) = 122.1
- HOMO-LUMO gap (eV) = 8.0

ORCA calculation (ωB97M-V/def2-TZVPD) on the molecule C3H10NPS2 at a distorted geometry.

ORCA input file:
```
! wB97M-V def2-TZVPD RIJCOSX def2/J DEFGRID3
* xyz 0 1
C -0.4399 0.8503 -1.8110
C -1.6620 0.5448 0.3311
C 0.4812 -1.0539 1.7629
N -0.6876 -0.0048 -0.6153
P 0.8504 -0.3146 0.1522
S 2.7964 1.4249 0.3217
S 1.4305 -1.9025 -1.0186
H 0.3522 1.5957 -1.5051
H -0.1527 0.2568 -2.7594
H -1.2950 1.5060 -2.0611
H -1.2273 1.5322 0.8092
H -2.5991 0.7190 -0.1471
H -1.7459 -0.0823 1.2664
H -0.3303 -1.8113 1.6647
H 1.4755 -1.2665 2.2876
H 0.0171 -0.3567 2.4460
H 2.7365 -1.6368 -1.1242
*
```

- energy above the lowest of the compared OMol25 structures with the same formula, charge and spin (eV) = 2.702
- molar mass (g mol⁻¹) = 155.2
- HOMO-LUMO gap (eV) = 7.6